C12H48N24O12 | wB97M-V/def2-TZVPD

Geometry as XYZ:
```
96
Properties=species:S:1:pos:R:3:forces:R:3:mulliken_charge:R:1
N -1.674971 -3.487879 -1.393331 3.5 2.0 -2.3 -0.221
C -2.617951 -4.164989 -0.865111 -1.5 -0.3 1.4 0.781
N -2.834441 -5.326749 -1.413381 -1.6 -4.9 -2.3 -0.465
O -3.273801 -3.783579 0.067329 -1.6 0.7 2.6 -0.755
H -1.434211 -2.586079 -1.007461 0.1 0.2 -0.3 0.064
H -1.445171 -3.807299 -2.323531 0.7 0.9 0.1 0.188
H -2.359921 -5.757199 -2.194181 0.5 0.7 0.2 0.157
H -3.713511 -5.808569 -1.290181 0.1 0.5 0.6 0.255
N -2.277331 0.006741 -3.063761 0.9 -0.3 4.9 0.723
C -2.298841 -0.132329 -4.352081 3.5 -0.3 -2.0 0.421
N -3.492191 0.210111 -4.777641 -3.5 0.7 -2.5 -0.236
O -1.244421 -0.365329 -4.982751 -1.5 -0.1 -0.4 -0.746
H -1.500871 -0.337819 -2.517411 0.3 0.2 -0.4 -0.150
H -3.151891 -0.074139 -2.565051 0.0 0.6 -0.1 -0.338
H -3.891001 0.093031 -5.698151 0.8 -0.1 0.0 0.225
H -4.179851 0.495911 -4.095331 0.0 -0.1 0.2 0.221
N -6.113991 -1.444029 -1.718521 -3.1 -1.9 -0.8 -0.374
C -5.028811 -0.676599 -1.647781 0.0 -3.3 3.0 0.514
N -4.117601 -1.275589 -0.862261 0.4 -0.6 -0.1 -0.127
O -4.856511 0.377041 -2.112731 -0.1 5.1 -2.8 -0.590
H -6.140271 -2.350199 -1.273251 0.2 0.4 0.2 0.068
H -7.021051 -1.208259 -2.095021 0.6 0.6 -0.2 0.244
H -4.254331 -2.275369 -0.905201 1.3 0.1 1.0 0.202
H -3.231461 -0.798199 -0.778871 0.1 -0.6 0.3 -0.105
N -2.657761 2.958481 -0.897831 6.0 -1.1 4.7 0.057
C -3.803831 3.042291 -1.379151 -6.1 2.7 -0.5 0.655
N -3.832761 2.976191 -2.689851 -1.1 0.0 -3.6 -0.276
O -4.793151 3.421751 -0.703131 0.8 -0.8 -0.7 -0.811
H -2.728331 3.023711 0.107589 0.8 -0.1 0.1 0.142
H -1.770421 2.768741 -1.341371 -0.4 -0.2 0.1 -0.198
H -4.634061 3.419411 -3.115961 0.2 -0.5 -0.1 0.239
H -3.084471 2.585471 -3.244371 -0.3 0.2 0.2 0.109
N 4.304709 4.868961 -0.800891 1.5 1.5 0.2 -0.419
C 3.011189 4.445501 -0.714651 2.6 0.2 -0.2 0.629
N 2.992679 3.166401 -1.024971 -1.3 -2.8 0.0 -0.056
O 2.099589 5.159901 -0.427231 -2.1 1.2 0.2 -0.675
H 5.042049 4.191291 -0.669791 -0.1 0.4 -0.1 0.152
H 4.503279 5.826771 -0.549331 0.0 -0.3 0.1 0.249
H 3.833619 2.643641 -1.224071 -0.5 0.1 -0.3 0.226
H 2.084059 2.728051 -1.073561 0.0 -0.3 -0.2 -0.043
N 3.077779 -2.056989 0.026529 -3.7 -3.9 2.2 -0.255
C 3.865319 -1.239929 -0.551071 -0.6 -1.1 0.8 0.723
N 5.082149 -1.487199 -0.393831 7.4 -1.5 0.9 -0.444
O 3.556189 -0.274259 -1.101451 -3.4 7.3 -4.2 -0.638
H 2.169369 -2.206769 -0.388761 0.1 -0.2 0.5 0.115
H 3.520949 -2.738919 0.625419 -0.8 -0.4 -0.1 0.119
H 5.648459 -0.737399 -0.764211 0.7 -0.8 0.1 0.253
H 5.381389 -2.429509 -0.187411 0.6 0.5 -0.1 0.185
N -3.404181 2.650931 2.769219 0.5 2.3 0.9 -0.401
C -3.439021 1.437461 2.264049 -5.8 -1.2 -1.7 0.587
N -2.308721 0.804161 2.280039 3.2 -2.1 0.0 -0.191
O -4.519161 0.958551 1.824359 2.1 0.3 0.9 -0.692
H -4.257081 3.191131 2.739999 0.5 0.1 -0.1 0.277
H -2.478091 3.020031 2.931139 -0.7 0.7 0.2 0.172
H -2.313031 -0.171179 2.017739 0.2 0.3 -0.1 0.085
H -1.473291 1.275331 2.596519 0.0 -0.6 -0.1 0.119
N 0.434069 -1.194929 1.155389 1.6 -4.1 3.6 0.616
C -0.034521 -0.337779 0.325379 1.9 -0.2 2.8 -0.431
N 0.688909 0.727351 0.312999 2.3 4.2 -0.5 -0.113
O -0.981181 -0.526579 -0.288021 -8.1 -1.5 -5.2 0.226
H -0.109211 -2.019749 1.366609 0.3 -0.2 0.1 -0.134
H 1.274689 -0.964899 1.665829 -0.3 -0.4 0.1 -0.087
H 0.255339 1.373371 -0.331021 0.9 0.4 -0.6 0.379
H 1.566969 0.293571 0.066119 1.3 1.5 -0.5 -0.142
N -0.982231 -3.727009 2.731659 -2.5 0.2 -1.2 -0.426
C 0.149949 -4.364819 3.033119 0.7 -1.7 -4.0 0.762
N 0.685809 -3.924969 4.074349 2.5 2.7 6.6 -0.427
O 0.821479 -5.112949 2.351479 -0.7 -1.3 -2.0 -0.704
H -1.601221 -4.235279 2.116349 -0.4 0.3 0.0 0.160
H -1.402341 -3.253809 3.518859 -0.5 -0.1 -0.4 0.159
H 1.662009 -4.151259 4.200549 -0.1 -0.2 0.6 0.246
H 0.102379 -3.453399 4.750619 0.8 0.0 0.3 0.134
N 5.856729 1.413071 2.247559 2.5 -0.5 -0.6 -0.397
C 4.723399 1.192851 2.893729 1.7 -0.4 0.8 0.731
N 3.655429 1.595181 2.286989 -2.8 0.6 -0.4 -0.181
O 4.759189 0.686931 4.008899 -0.6 -0.2 1.0 -0.872
H 6.562769 0.830921 2.674999 0.6 0.3 -0.6 0.244
H 5.936319 1.725901 1.290539 0.0 -0.2 0.3 0.168
H 3.688389 1.813621 1.301449 -0.8 0.4 0.3 0.064
H 2.957229 1.819611 2.981429 -0.8 0.1 -1.0 0.242
N 0.244929 4.488631 -2.855341 2.0 5.9 1.8 -0.501
C -0.055311 3.243521 -2.767581 0.4 1.9 -3.0 0.880
N -0.557051 2.892451 -3.891171 -3.0 -2.8 -5.0 -0.272
O 0.271539 2.593811 -1.856681 0.6 -4.3 5.5 -0.802
H 0.686019 4.852031 -2.022581 0.2 0.5 0.0 0.180
H 0.101849 5.129161 -3.623031 -0.2 -0.4 0.3 0.139
H -0.477871 3.568951 -4.636941 -0.5 -0.6 0.1 0.123
H -1.055791 2.039331 -4.099861 0.6 -0.3 0.2 0.016
N 3.155339 -1.952499 3.973599 -4.2 2.5 -0.1 -0.322
C 4.144639 -2.815019 3.966389 1.4 3.0 -0.1 0.673
N 5.272309 -2.121399 4.091329 3.2 0.3 0.3 -0.418
O 4.127689 -3.971469 3.803429 -1.0 -5.2 -0.5 -0.638
H 3.370429 -0.965679 3.974459 0.2 -0.1 0.2 0.242
H 2.195219 -2.126039 3.712509 0.4 -0.7 0.1 0.100
H 5.267889 -1.131299 4.290769 0.3 -0.1 0.0 0.269
H 6.116779 -2.674039 4.130789 -0.1 0.4 0.2 0.170
```
Positions in Å, forces in eV/Å.

Output
SMILES string	NC(N)=O.NC(N)=O.NC(N)=O.NC(N)=O.NC(N)=O.NC(N)=O.NC(N)=O.NC(N)=O.NC(N)=O.NC(N)=O.NC(N)=O.NC(N)=O
E_tot	-73561.3590	eV
Kohn-Sham gap	8.245	eV
LUMO energy	-0.20	eV
HOMO energy	-0.310	hartree
molecular weight	720.7	g/mol
relative energy (zero: lowest compared OMol25 entry of this formula, charge and spin)	868.7	kJ/mol
total charge	0